92
Properties=species:S:1:pos:R:3 method="wB97M-V/def2-TZVPD" homo_lumo_gap_ha=0.265 charge=0 de_lowest_kcal_mol=75.8 e_homo_ev=-7.981 total_energy_ev=-81536.94505
C -1.2664 1.5375 0.6791
C -1.3134 2.3132 -0.6222
C -1.2137 3.9720 -0.4323
C -2.6104 4.7094 -0.8714
C -3.6967 4.4420 0.3719
O -4.5823 3.4222 0.3726
C 0.1853 4.3188 -1.2281
O 0.4990 5.6850 -0.7282
S 0.3820 5.3928 0.9822
O 1.7571 4.8413 1.5086
O 0.1751 6.7107 1.8015
O -0.9255 4.2472 1.0117
H -2.2499 1.0884 1.1365
H -0.2182 1.4768 1.2113
H -1.4537 1.8248 -1.6777
H -2.5392 5.8774 -0.9725
H -3.0961 4.1841 -1.8235
H -3.6936 5.2051 1.2631
H 0.8874 3.4329 -0.8456
H 0.2225 4.1395 -2.4064
F -0.8367 4.1743 -3.6485
C -1.1571 4.9790 -4.6705
C -0.1452 5.5646 -5.4234
C -0.4784 6.3985 -6.4908
C -1.8211 6.6462 -6.7868
C -2.8294 6.0577 -6.0220
C -2.4960 5.2152 -4.9618
H 0.8921 5.3672 -5.1735
H 0.3052 6.8550 -7.0904
H -2.0804 7.3002 -7.6166
H -3.8736 6.2553 -6.2517
H -3.2670 4.7424 -4.3626
F 1.2197 -0.4835 1.0184
C 1.3674 -0.6982 2.3324
C 1.9848 0.2686 3.1184
C 2.1343 0.0477 4.4876
C 1.6740 -1.1436 5.0540
C 1.0602 -2.1100 4.2557
C 0.9009 -1.8840 2.8888
H 2.3435 1.1841 2.6596
H 2.6085 0.8006 5.1121
H 1.7948 -1.3174 6.1211
H 0.7064 -3.0382 4.6981
H 0.4181 -2.6205 2.2551
F -1.2408 -4.5020 3.5380
C -2.1049 -4.6038 2.5195
C -1.8482 -5.5048 1.4919
C -2.7503 -5.6148 0.4337
C -3.8947 -4.8138 0.4095
C -4.1409 -3.9088 1.4431
C -3.2444 -3.8071 2.5066
H -0.9499 -6.1127 1.5234
H -2.5627 -6.3217 -0.3707
H -4.5957 -4.8968 -0.4183
H -5.0302 -3.2836 1.4200
H -3.4248 -3.1154 3.3227
F 3.2565 -7.1294 8.5514
C 2.3203 -6.7239 7.6832
C 1.9438 -7.5641 6.6410
C 0.9655 -7.1443 5.7398
C 0.3818 -5.8833 5.8847
C 0.7701 -5.0453 6.9310
C 1.7403 -5.4698 7.8385
H 2.4142 -8.5366 6.5395
H 0.6585 -7.7968 4.9262
H -0.3781 -5.5545 5.1789
H 0.3173 -4.0627 7.0393
H 2.0475 -4.8349 8.6628
F -0.5722 -5.1084 -2.9094
C -0.5018 -3.7707 -2.9069
C -0.9188 -3.0615 -4.0280
C -0.8505 -1.6683 -4.0239
C -0.3552 -0.9998 -2.9016
C 0.0657 -1.7208 -1.7831
C -0.0132 -3.1132 -1.7834
H -1.2929 -3.5982 -4.8936
H -1.1813 -1.1043 -4.8924
H -0.2979 0.0866 -2.9006
H 0.4547 -1.1985 -0.9124
H 0.3012 -3.6888 -0.9191
F 1.8363 1.9042 -1.7195
C 2.9445 1.9431 -2.4712
C 4.0048 2.7559 -2.0853
C 5.1608 2.7928 -2.8649
C 5.2394 2.0240 -4.0288
C 4.1678 1.2153 -4.4104
C 3.0165 1.1701 -3.6246
H 3.9225 3.3524 -1.1826
H 5.9984 3.4190 -2.5677
H 6.1395 2.0565 -4.6390
H 4.2297 0.6210 -5.3188
H 2.1777 0.5401 -3.9016